(1)
A structure of composition C38H25BrF6N6O7S4Zr. Source: the OMol25 dataset; level of theory: wB97M-V/def2-TZVPD.

Last column: Mulliken charge in e.
CARTESIAN COORDINATES (ANGSTROEM)
Zr -0.4456 -0.4980 0.5101  -0.9134
Br -0.4547 3.5427 6.7034  -0.2100
S -1.4322 -3.3972 -1.3970  1.2650
S 1.9146 -1.4507 -1.2704  1.0688
S 1.2414 1.5545 1.4755  -0.5447
S -3.4446 -2.6559 0.3398  1.2010
F 0.7695 -4.8061 -1.3299  -0.1794
F -0.1686 -4.5364 0.6025  -0.1709
F -3.9920 -2.9713 2.8680  -0.2195
F -1.9603 -3.4924 2.3422  -0.1542
F -3.5804 -4.8179 1.8073  -0.2432
F -1.0321 -5.8996 -0.8347  -0.2346
O -2.6770 -1.4296 0.4999  -0.6013
O -0.8165 -2.1469 -0.9502  0.5145
O 1.7319 -2.0992 -2.5423  -0.7113
O 1.5182 -2.2139 -0.0891  -0.5109
O -4.8509 -2.5170 0.1802  -0.7328
O -1.1806 -0.6151 2.4311  0.1619
O -1.4422 -3.6171 -2.8004  -0.7172
N 1.1265 -0.0674 -1.0851  2.0063
N -2.1421 1.1800 0.8981  1.6631
N -2.8170 -3.6449 -0.7055  -0.7915
N 1.3015 -0.9275 2.0547  1.4485
N -0.1231 2.4402 -0.9317  0.7642
N -1.7656 0.2858 -1.6165  1.6626
C -5.4443 1.9564 -0.6792  -1.1114
C 1.6939 -2.0650 2.6419  -0.8102
C 2.3686 1.6821 -4.1574  -1.1918
C -3.9909 0.9463 -2.3113  1.3834
C -1.0179 0.2804 3.3848  0.0386
C 1.9968 0.1999 2.2198  0.9162
C -5.2372 1.5168 -1.9527  -0.8903
C -0.6463 3.6254 -0.7955  -0.1278
C -2.5133 -0.1408 -3.8533  -1.3745
C 1.8114 2.9185 -4.0474  -0.9922
C -3.2287 -3.5436 1.9441  0.6263
C 2.1318 0.6874 -3.1895  -0.4032
C -1.5589 -0.1950 -2.8189  -0.5519
C -0.3854 -4.7478 -0.6922  0.6500
C 3.6387 -1.1033 -1.1080  0.4110
C -0.2679 0.9243 5.5820  -0.5055
C 3.5967 -0.9712 3.5583  -0.4309
C 4.0729 0.0527 -0.4787  -0.2977
C 1.3264 0.9052 -2.0949  -0.7824
C -0.4231 4.6925 -1.6914  -1.2448
C 0.3744 4.4615 -2.7675  -0.8779
C -4.4207 1.8534 0.2884  -0.1295
C 0.7109 2.1958 -1.9742  -0.2919
C 3.1914 0.1959 2.9629  -1.0487
C 6.3413 -0.6803 -0.8045  -0.4809
C -2.9679 0.8612 -1.3535  -0.5849
C 0.9721 3.1911 -2.9444  1.3307
C -0.6997 2.2312 5.3573  -0.4020
C -0.4457 -0.0466 4.6176  -0.8739
C -3.1880 1.3574 -0.0426  -0.4089
C -3.7278 0.4199 -3.5965  -1.0566
C 5.8910 -1.8339 -1.4336  -0.8071
C 5.4374 0.2595 -0.3319  -1.1290
C -1.3142 2.5657 4.1743  -0.6284
C 2.8252 -2.1334 3.4155  -1.0793
C -1.4583 1.6008 3.1758  -0.1355
C -2.1612 1.9130 1.9577  -0.6335
C 4.5316 -2.0494 -1.5947  -0.7609
H 3.1114 -3.0648 3.8796  0.5109
H -4.6359 2.1321 1.3108  0.6749
H 0.5700 5.2369 -3.4982  0.4376
H 3.3559 0.7773 -0.1119  0.3992
H -1.2927 3.7772 0.0623  0.2667
H -0.6007 -0.6690 -2.9973  0.5184
H -6.0233 1.5674 -2.6947  0.4346
H -6.4049 2.3578 -0.3884  0.4288
H 1.0752 -2.9363 2.4622  0.3762
H 6.5986 -2.5627 -1.8049  0.4306
H 2.6025 -0.2723 -3.3458  0.5296
H -2.2735 -0.5735 -4.8130  0.5572
H -0.8888 5.6526 -1.5196  0.4646
H -0.1258 -1.0655 4.7890  0.5081
H 4.5086 -0.9949 4.1407  0.4434
H 4.1615 -2.9321 -2.0965  0.5122
H -4.5018 0.4542 -4.3528  0.4659
H 7.4041 -0.5112 -0.6893  0.4118
H 3.7499 1.1154 3.0606  0.5497
H -2.8174 2.7866 1.9804  0.5793
H 1.9943 3.6911 -4.7824  0.4209
H -1.6665 3.5750 4.0023  0.5501
H 0.2031 0.6729 6.5225  0.4637
H 5.7914 1.1598 0.1516  0.4626
H 3.0117 1.4428 -4.9938  0.4694

As for the charge: 0. The calculation puts the calculated total energy at -194058.3978 eV. For the HOMO-LUMO gap, the calculation gives 6.66 eV. As for the energy above the lowest of the compared OMol25 structures with the same formula, charge and spin: 166.1 kJ/mol. The highest occupied orbital energy is -7.5 eV. For the strongest force on any atom, the calculation gives 1.51 eV Å⁻¹. The value obtained for the molar mass is 1091.04 g mol⁻¹.



(2)
An isolated molecule of C7H8O. Source: the OMol25 dataset; level of theory: wB97M-V/def2-TZVPD.

Last column: Mulliken charge in e.
CARTESIAN COORDINATES (ANGSTROEM)
O 0.1138 1.1322 0.9887  -0.1301
C -1.1086 0.6325 0.8380  -0.5406
C -2.6260 -1.1444 -0.0913  -1.1856
C -0.1154 -1.1016 -0.4437  -0.5625
C -1.2958 -0.4938 0.1455  1.0065
C 2.3506 1.6621 0.3880  -1.1676
C 0.9837 1.1989 0.0167  0.1194
C 0.6459 -1.9854 -0.7853  -0.2867
H -3.4268 -0.4548 0.1806  0.3350
H -2.7501 -1.4196 -1.1431  0.3238
H -2.7139 -2.0574 0.5068  0.2561
H 3.0932 1.3367 -0.3421  0.3506
H 0.6208 1.4505 -0.9758  0.4322
H 2.3813 2.7561 0.4167  0.3028
H 1.2299 -2.8110 -1.0771  0.4477
H 2.6173 1.2990 1.3775  0.2990

As for the charge: 0. The calculation puts the calculated total energy at -9429.4856 eV. For the HOMO-LUMO gap (alpha / beta), the calculation gives 6.85 / 8.50 eV. As for the energy above the lowest of the compared OMol25 structures with the same formula, charge and spin: 651.9 kJ/mol. The highest occupied orbital energy (alpha / beta) is -7.6 / -8.5 eV. For the strongest force on any atom, the calculation gives 2.03 eV Å⁻¹. The value obtained for the molar mass is 108.14 g mol⁻¹.



(3)
An isolated molecule of C20H25N3O3S. Source: the OMol25 dataset; level of theory: wB97M-V/def2-TZVPD.

Last column: Mulliken charge in e.
CARTESIAN COORDINATES (ANGSTROEM)
S -1.5455 0.7544 2.1656  1.1866
O -2.7408 1.3739 2.6587  -0.7445
O -0.2776 1.2680 2.5947  -0.6375
O 1.7074 -0.3217 -2.1156  -0.6635
N 1.1682 1.5194 -3.3279  -0.0965
N -1.6016 -0.8539 2.5561  0.0502
N 4.3799 1.7787 -1.2744  -0.5931
C -1.5906 0.9064 -2.3872  -0.3052
C -2.7781 1.0476 -1.6852  -0.9184
C 2.4237 2.2975 0.6192  -0.3572
C -2.5334 -3.8173 1.4162  -0.8738
C -1.5827 0.8206 0.3699  -0.3343
C 4.4902 1.3218 -0.0414  -0.3672
C -1.0201 -3.9427 1.5738  -0.5914
C 3.5387 1.5411 0.9430  -0.4095
C -0.3987 0.6554 -0.3167  0.2417
C 3.3070 2.4882 -1.5965  0.5938
C 0.9311 0.5676 -2.3903  -0.0687
C 2.5014 1.7630 -3.8276  -0.8706
C -0.4222 -3.0503 2.6617  -1.0633
C -3.0170 -2.3914 1.1537  -0.1885
C -2.7767 1.0120 -0.2997  -0.2817
C 3.1940 2.8898 -3.0406  -0.9167
C -0.3943 0.7116 -1.7061  -0.4647
C -0.3808 -1.5774 2.2611  -0.2012
C 2.3073 2.7829 -0.6742  -0.1854
C -2.8851 -1.4947 2.3883  -1.0405
H -3.6807 1.1472 0.2725  0.5595
H -3.7045 1.1943 -2.2197  0.4281
H 0.5260 0.5239 0.2218  0.8903
H -3.6063 -0.6769 2.3537  0.4263
H -2.4713 -1.9546 0.3148  0.1721
H -0.7875 -4.9844 1.8072  0.3734
H 3.0625 0.8353 -3.7009  0.3994
H 3.6620 1.1345 1.9343  0.4199
H -0.5368 -3.7051 0.6230  0.2951
H 1.4521 3.3793 -0.9604  0.3551
H 0.5149 2.2853 -3.3980  0.3022
H -0.1366 -1.5154 1.1903  0.2050
H 2.4457 2.0191 -4.8888  0.3778
H -4.0723 -2.4319 0.8759  0.3580
H -3.0233 -4.1910 2.3187  0.3400
H -2.8456 -4.4554 0.5861  0.3484
H 2.6220 3.8150 -3.1388  0.3314
H -3.1026 -2.0838 3.2866  0.4441
H -0.9680 -3.1657 3.5978  0.3792
H 1.6550 2.4869 1.3554  0.5211
H -1.5954 0.9333 -3.4674  0.5587
H 0.4026 -1.0527 2.8123  0.4304
H 4.1922 3.0351 -3.4515  0.4187
H 0.6067 -3.3709 2.8354  0.3737
H 5.3854 0.7479 0.1612  0.3934

As for the charge: 0. The calculation puts the calculated total energy at -42594.3605 eV. For the HOMO-LUMO gap, the calculation gives 9.77 eV. As for the energy above the lowest of the compared OMol25 structures with the same formula, charge and spin: 177.8 kJ/mol. The highest occupied orbital energy is -9.4 eV. For the strongest force on any atom, the calculation gives 1.13 eV Å⁻¹. As for the structure (SMILES): O=C(NCCc1ccccn1)c1cccc(S(=O)(=O)N2CCCCCC2)c1. The value obtained for the molar mass is 387.50 g mol⁻¹.



(4)
The ion C3H9N2S with charge -1. Source: the OMol25 dataset; level of theory: wB97M-V/def2-TZVPD.

Last column: Mulliken charge in e.
CARTESIAN COORDINATES (ANGSTROEM)
S 3.7158 -0.4751 0.2883  -0.7291
N -0.2632 0.5767 -0.1103  -0.4326
N -2.5303 0.1564 0.5771  -0.7000
C 2.2225 0.5058 -0.3474  -0.7565
C 1.0160 -0.2808 0.0158  -0.4409
C -1.4684 -0.1822 -0.3932  -0.3021
H -1.8202 0.0785 -1.3903  0.2790
H -0.3861 1.0411 0.7838  0.2539
H 0.8448 -1.0904 -0.6944  0.2544
H 2.3463 1.4553 0.1719  0.2176
H 0.9443 -0.6556 1.0311  0.2815
H -2.2658 -0.3348 1.4411  0.2422
H -3.3691 -0.3891 0.3757  0.2387
H -1.2370 -1.2535 -0.3604  0.2831
H 2.2504 0.8478 -1.3888  0.3108

As for the charge: -1. The calculation puts the calculated total energy at -17072.2733 eV. For the HOMO-LUMO gap, the calculation gives 5.73 eV. As for the energy above the lowest of the compared OMol25 structures with the same formula, charge and spin: 120.9 kJ/mol. The highest occupied orbital energy is -2.2 eV. For the strongest force on any atom, the calculation gives 3.03 eV Å⁻¹. As for the structure (SMILES): NCNCC[S-]. The value obtained for the molar mass is 105.19 g mol⁻¹.



(5)
A cluster of 10 separate species, C28H46Cl18N2 in total. Source: the OMol25 dataset; level of theory: wB97M-V/def2-TZVPD.

Last column: Mulliken charge in e.
CARTESIAN COORDINATES (ANGSTROEM)
Cl 5.2412 -0.2575 3.5087  -0.1729
Cl 3.0181 -2.3843 -2.3496  -0.0666
Cl -1.1006 -4.0702 4.9547  -0.1829
Cl -0.9287 -3.8350 -0.6474  -0.1188
Cl 0.7109 -5.9507 1.4813  -0.2781
Cl -7.7878 6.0416 -0.0885  -0.1965
Cl -4.4551 -1.4267 3.6414  -0.1074
Cl 4.6113 0.0534 -3.9380  -0.1956
Cl 3.5381 6.0988 -1.0618  -0.1555
Cl -7.6831 2.7878 0.9593  -0.1988
Cl -2.7518 -2.4736 -3.3068  -0.1186
Cl -3.5944 -5.6686 -2.4248  -0.1528
Cl 1.8020 0.9324 -5.6790  -0.1684
Cl -4.7311 1.9533 3.1993  -0.1662
Cl 4.6928 -4.7548 -0.5407  -0.2295
Cl -3.4667 -6.4868 4.4472  -0.1779
Cl 4.2205 7.0004 -4.2894  -0.1767
Cl 5.1364 2.9963 2.4609  -0.1509
N -0.5452 -0.0965 -0.4135  -0.0641
N -2.6627 2.4874 -0.4072  -0.3958
C 2.4932 0.3538 -1.0039  0.3567
C 3.0425 -4.1511 -0.2500  0.3860
C 4.1208 -0.5285 -5.5487  -0.4346
C 2.0506 3.1507 -1.2009  -0.4648
C -2.9741 -3.8642 -4.3972  -0.5333
C 1.4404 1.6479 -0.9480  0.1575
C 4.8617 7.1494 -1.6258  -0.5131
C -5.3919 -0.2872 4.6396  -0.5451
C -5.9830 0.8456 3.8153  -0.4686
C 6.4962 0.6170 2.5955  -0.4722
C -1.1816 2.6141 -0.6253  0.2854
C -0.5938 4.1535 -0.8710  -0.6276
C 2.3197 -3.8114 -1.5438  0.3444
C -2.4596 -4.4843 6.0295  -0.3187
C -3.0743 1.0633 -0.1640  -0.2358
C -1.4452 -4.3282 0.9847  -0.2105
C -2.7773 -5.9711 6.0064  -0.5005
C -2.0231 -0.1787 -0.1517  -0.0984
C 3.1873 0.2333 0.5073  -0.4227
C 6.5732 2.0843 2.9867  -0.4465
C 3.4044 0.5447 -6.3531  -0.4374
C 4.4560 7.9891 -2.8267  -0.4659
C -4.0644 -4.8060 -3.9110  -0.4463
C -0.1712 1.3402 -0.6447  0.3246
C -0.2662 -4.5288 1.9237  0.1449
C -6.3511 5.1296 0.4373  -0.4132
C 0.9996 4.4327 -1.1359  -0.1518
C -6.4281 3.6623 0.0461  -0.0055
H 7.4379 2.5516 2.5061  0.2804
H 3.5311 8.5426 -2.6377  0.3136
H 2.3221 0.5548 1.2633  0.2646
H 5.1259 7.8020 -0.7879  0.2978
H -2.0924 -3.5319 1.3652  0.0296
H -4.9993 -4.2731 -3.7129  0.2979
H -1.8869 -6.5767 6.2015  0.3102
H -4.7369 0.0894 5.4312  0.3192
H -0.6277 -4.6978 2.9424  -0.3377
H -5.4864 5.5969 -0.0433  0.2632
H -2.0124 -4.3771 -4.4948  0.2956
H -6.6371 3.5393 -1.0208  0.3826
H -5.4763 3.1685 0.2653  -0.1506
H 7.4480 0.1233 2.8147  0.3610
H 3.9868 1.4700 -6.3994  0.2958
H 2.5044 -4.9435 0.2787  -0.1782
H -4.2121 0.8362 0.0303  0.3083
H 1.9475 -0.6623 -1.2164  -0.0175
H 5.2440 8.7123 -3.0571  0.3233
H -1.3567 5.0704 -0.8518  0.2537
H -2.0454 -5.2381 0.8902  0.3533
H -6.1951 -0.8635 5.1082  0.3435
H 1.2722 -3.5741 -1.3333  -0.6399
H -2.4742 -1.2654 0.0369  0.1375
H -4.2623 -5.5692 -4.6700  0.3175
H 5.7257 6.5164 -1.8492  0.3360
H 3.3056 0.5029 -1.8356  -0.3024
H 3.4957 -1.4162 -5.4130  0.2836
H 4.0293 1.0473 0.5309  0.0145
H 1.4477 5.5138 -1.2826  0.2027
H 3.5758 -0.8560 0.7162  0.1558
H 3.1097 -3.2839 0.4140  0.0547
H 0.3920 -3.6546 1.9369  0.4081
H -6.6570 1.4444 4.4357  0.3477
H -6.2470 5.2534 1.5196  0.3113
H 6.6773 2.2081 4.0690  0.3205
H 2.3437 -4.6461 -2.2509  0.4294
H -3.3234 -3.8823 5.7319  0.2190
H 3.2029 3.2702 -1.3914  0.2615
H 3.2407 0.1941 -7.3765  0.3107
H 5.0356 -0.8329 -6.0666  0.3327
H -3.5216 -6.2036 6.7738  0.3457
H -2.1666 -4.1824 7.0398  0.3111
H -3.2440 -3.4583 -5.3767  0.3391
H 6.2872 0.4940 1.5286  0.2985
H -6.5527 0.4683 2.9608  0.2821

As for the charge: 0. The calculation puts the calculated total energy at -258156.5700 eV. For the HOMO-LUMO gap, the calculation gives 6.98 eV. The highest occupied orbital energy is -7.7 eV. For the strongest force on any atom, the calculation gives 7.35 eV Å⁻¹. As for the structure (SMILES): CCc1cccc2nccnc12.ClCCCl.ClCCCl.ClCCCl.ClCCCl.ClCCCl.ClCCCl.ClCCCl.ClCCCl.ClCCCl. The value obtained for the molar mass is 1048.84 g mol⁻¹.



(6)
A cluster of 2 separate species, C4H8N2O in total. Source: the OMol25 dataset; level of theory: wB97M-V/def2-TZVPD.

Last column: Mulliken charge in e.
CARTESIAN COORDINATES (ANGSTROEM)
O 0.3322 -0.5546 -1.0670  -0.4743
N 3.3927 0.1378 -0.8127  -0.0582
N 0.3106 -0.3857 0.3895  -0.1851
C -1.0195 -0.1998 0.8166  0.0946
C -0.0730 0.9093 0.9203  -0.4765
C -2.2431 -0.1367 -0.1842  -1.0239
C 3.9303 -0.0573 0.1921  -0.1873
H -2.4361 0.8772 -0.6293  0.2549
H -1.2559 -0.9218 1.5554  0.3412
H -3.1704 -0.4099 0.3743  0.3275
H 0.4659 1.1867 1.8405  0.2102
H 0.8639 -1.3767 -1.1784  0.3568
H -0.2691 1.6514 0.2629  0.2694
H -1.9269 -0.9649 -0.7836  0.2959
H 3.0983 0.2451 -1.6963  0.2548

As for the charge: 0. The calculation puts the calculated total energy at -9300.4745 eV. For the HOMO-LUMO gap, the calculation gives 10.54 eV. As for the energy above the lowest of the compared OMol25 structures with the same formula, charge and spin: 571.1 kJ/mol. The highest occupied orbital energy is -9.7 eV. For the strongest force on any atom, the calculation gives 3.58 eV Å⁻¹. The value obtained for the molar mass is 100.12 g mol⁻¹.